No. 1
13
Properties=species:S:1:pos:R:3 method="wB97M-V/def2-TZVPD" charge=0 homo_energy_ev=-9.951 e_lumo_ha=0.0274 relative_energy_kj_mol=235.0
C 0.34612 -2.27678 0.12651
C 1.45395 -1.22907 0.09207
C 0.16472 1.06554 -0.31731
H -1.38750 1.53144 1.42590
H 2.15891 -1.47721 -0.71233
H -1.24331 2.35815 -1.24515
O 0.24161 -3.11173 0.98588
C 0.82609 0.06913 -0.15594
H -0.17513 3.10911 -0.05412
H -0.38435 -2.17963 -0.70515
H 1.98634 -1.25581 1.04896
C -0.76158 2.20586 -0.27210
O -1.79315 1.99089 0.67784



No. 2
13
Properties=species:S:1:pos:R:3 method="wB97M-V/def2-TZVPD" charge=0 homo_energy_ev=-9.373 e_lumo_ha=0.0278 relative_energy_kj_mol=328.7
C -1.66836 -0.40251 -0.02046
C 1.53157 0.28398 0.10153
C -0.73853 0.43938 -0.74924
H -0.52125 -0.15181 -1.57768
H -0.97628 -0.23965 2.24358
H 2.98423 0.31766 -1.28722
H -0.33669 -1.35228 1.33997
H 2.14395 -0.16632 0.88783
N 1.92384 0.70252 -1.05941
N 0.25315 0.49245 0.41310
C -0.68217 -0.44064 1.17437
O -2.74346 -0.90028 -0.37771
H -1.16999 1.41749 -1.08867



No. 3
9
Properties=species:S:1:pos:R:3 method="wB97M-V/def2-TZVPD" charge=0 homo_energy_ev=-7.980 e_lumo_ha=-0.0029 relative_energy_kj_mol=456.2
H 0.53640 0.46723 -1.78365
H -1.24429 0.19675 -1.46585
C -0.17887 1.39112 0.08491
C 1.00199 -0.71491 1.09608
O 0.73817 -1.97618 1.27894
H -0.70117 2.22107 0.50923
H -0.12503 -2.29117 0.93582
C 0.25396 0.17837 0.42162
C -0.28118 0.52773 -1.07711



No. 4
17
Properties=species:S:1:pos:R:3 method="wB97M-V/def2-TZVPD" charge=0 homo_energy_ev=-8.628 e_lumo_ha=0.0351 relative_energy_kj_mol=226.6
N -2.00021 -0.22520 0.32355
C -1.54240 2.20661 1.02423
C -0.97388 0.80874 0.75720
H 5.88819 -3.58653 -2.51256
H 6.43503 -3.51448 -1.19009
H -2.56632 2.27626 0.60175
H -2.39305 -1.37819 -1.36736
H -1.81668 2.54411 2.06634
H -1.24333 -2.16419 -0.21194
C -1.47354 -1.24394 -0.69779
O -0.65559 3.29946 0.43960
O 6.65414 -3.26379 -2.04008
H -0.40826 0.59058 1.63310
H -0.07445 0.94750 0.13129
H -0.65973 4.07882 1.16375
H -0.54937 -0.77785 -1.09969
H -2.62055 -0.59790 0.97871



No. 5
18
Properties=species:S:1:pos:R:3 method="wB97M-V/def2-TZVPD" charge=+1 homo_energy_ev=-13.503 e_lumo_ha=-0.1179 relative_energy_kj_mol=183.8
H 2.13351 -2.21557 -0.51192
H -0.82447 -1.39807 -1.70854
H -1.75377 -1.65624 -0.09916
H 0.42910 2.29929 -0.42194
H 1.63269 -0.89831 -1.77730
C -1.35225 2.19920 0.72427
C -0.77075 -1.90712 -0.67116
H 2.26727 -0.40806 -0.10643
H -1.42062 3.07451 1.37404
H -0.51068 -2.92713 -0.78468
N 0.35450 -1.12649 0.07613
H 0.38458 -1.58298 1.06444
H -1.80597 2.49816 -0.23330
H -1.71241 1.32398 1.18068
C 1.68800 -1.15063 -0.64684
H 0.07860 -0.18472 0.23440
N 0.08772 1.86930 0.49851
H 0.61660 2.02676 1.32968